(1)
# C4H11NO3

A 2-piece molecular cluster, C4H11NO3 overall (ωB97M-V with the def2-TZVPD basis set, the Open Molecules 2025 dataset).

XYZ file:
```
19
Properties=species:S:1:pos:R:3:forces:R:3:nbo_charge:R:1
C 1.110 -0.702 -0.428 0.56 -0.65 -0.04 -0.431
N -0.281 -0.324 -0.276 -0.15 0.66 0.22 -0.604
C -0.543 1.123 -0.155 -0.08 -0.51 0.28 -0.199
C 0.378 2.046 -0.937 0.30 0.18 -0.36 -0.073
O -0.279 3.236 -1.371 0.01 -0.23 0.13 -0.706
C -0.609 1.529 1.314 -0.11 -0.35 0.10 0.428
O -0.914 0.755 2.186 0.13 0.10 -0.07 -0.522
H 1.499 -0.443 -1.416 -0.04 0.30 0.18 0.191
H 1.807 -0.370 0.360 -0.15 0.30 -0.16 0.165
H 1.179 -1.789 -0.414 -0.22 -0.09 0.09 0.218
H -0.626 -0.701 0.606 -0.01 -0.24 -0.29 0.377
H -1.565 1.281 -0.525 0.02 0.18 -0.10 0.226
H 0.722 1.550 -1.848 -0.13 0.08 0.14 0.200
H 1.278 2.309 -0.354 -0.21 -0.12 -0.06 0.165
H -0.797 3.595 -0.645 0.05 0.07 0.01 0.460
H -0.384 2.575 1.579 0.02 0.28 -0.07 0.105
H -1.323 -5.004 1.141 0.14 0.01 -0.10 0.470
H -0.128 -5.772 0.569 -0.09 0.16 0.02 0.469
O -0.523 -4.892 0.614 -0.04 -0.15 0.07 -0.938
```
Positions in Å, forces in eV/Å.

Calculated values
lowest unoccupied orbital energy: 0.809 eV
energy: -439.43638 Eh
ΔE to the lowest compared entry with this formula, charge and spin: 2.4364 eV
gap between HOMO and LUMO: 9.81 eV

(2)
# C4H11NO3

A 2-piece molecular cluster, C4H11NO3 overall in a non-equilibrium geometry (ωB97M-V with the def2-TZVPD basis set, the Open Molecules 2025 dataset).

XYZ file:
```
19
Properties=species:S:1:pos:R:3:forces:R:3:nbo_charge:R:1
C -1.129 -0.154 -0.431 -1.71 -0.70 1.09 -0.391
C -0.232 1.079 -0.888 1.45 -0.03 -0.05 0.102
C 0.604 1.713 0.201 -0.49 -0.42 0.66 -0.651
O 0.536 0.724 -1.907 -0.07 -0.32 -0.34 -0.498
C -0.250 -1.383 -0.471 1.67 0.35 -0.55 0.186
N 0.849 -1.255 0.394 -0.22 -0.40 -0.46 -0.588
O 0.156 -1.713 -1.737 -0.36 0.45 -0.16 -0.644
H -1.986 -0.285 -1.080 0.12 0.06 -0.48 0.236
H -0.806 -2.255 -0.079 -0.68 0.12 0.16 0.305
H -0.980 1.810 -1.220 -0.77 -0.12 -0.17 0.230
H 0.902 2.663 -0.231 0.13 0.27 0.35 0.225
H 0.057 1.726 1.160 0.14 0.43 -0.36 0.260
H 1.497 1.130 0.427 0.17 -0.11 -0.19 0.240
H 0.508 -0.809 -2.087 0.02 -0.34 0.06 0.489
H 0.614 -0.795 1.314 -0.14 0.40 1.33 0.458
H 1.492 -2.035 0.363 0.30 0.17 -0.19 0.395
H -1.529 -0.026 0.585 0.38 0.28 -0.21 0.292
H -0.073 0.090 3.293 0.14 -0.36 -0.11 0.452
O -0.229 -0.223 2.394 -0.08 0.29 -0.37 -1.097
```
Positions in Å, forces in eV/Å.

Calculated values
lowest unoccupied orbital energy: -4.260 eV
energy: -439.23483 Eh
ΔE to the lowest compared entry with this formula, charge and spin: 7.9210 eV
gap between HOMO and LUMO: 4.57 eV

(3)
# C4H11NO3

C4H11NO3 as an isolated structure in a non-equilibrium geometry (ωB97M-V with the def2-TZVPD basis set, the Open Molecules 2025 dataset).

XYZ file:
```
19
Properties=species:S:1:pos:R:3:forces:R:3:nbo_charge:R:1
C 0.331 1.159 -0.252 -0.01 0.44 -1.22 -0.418
C -0.866 1.442 -1.192 0.53 -2.67 0.30 -0.046
O -2.048 1.174 -0.564 -0.20 0.10 0.88 -0.643
C 0.153 -0.300 -0.033 0.22 -3.20 3.62 0.210
N -0.913 -0.235 0.961 2.18 -2.91 -1.52 -0.210
C -0.599 -1.042 2.115 -0.36 1.77 0.11 -0.462
O 1.245 -1.113 0.352 -3.09 1.27 3.51 -0.676
H 0.142 1.717 0.643 0.44 0.70 0.57 0.222
H 1.323 1.189 -0.676 0.37 0.57 -0.22 0.313
H -0.714 2.396 -1.594 -0.67 1.58 -0.91 0.181
H -0.679 0.600 -1.962 -0.10 1.03 0.10 0.210
H -1.818 0.321 0.386 0.15 1.46 -1.17 0.486
H -0.179 -0.828 -0.925 -0.59 0.18 -1.51 0.302
H 0.392 -0.717 2.390 0.72 -0.82 0.14 0.251
H -0.724 -2.103 1.920 0.49 -0.27 -0.42 0.269
H -1.207 -0.777 2.937 -1.17 0.21 0.73 0.219
H 2.439 -1.181 -2.187 2.47 -3.19 -1.77 0.424
H 1.802 -1.199 -0.412 1.01 0.76 -2.60 0.525
O 1.922 -0.505 -1.906 -2.41 3.00 1.35 -1.156
```
Positions in Å, forces in eV/Å.

Calculated values
lowest unoccupied orbital energy: -4.272 eV
energy: -439.16295 Eh
ΔE to the lowest compared entry with this formula, charge and spin: 9.8770 eV
gap between HOMO and LUMO: 4.10 eV

(4)
# C4H11NO3

A 2-piece molecular cluster, C4H11NO3 overall in a non-equilibrium geometry (ωB97M-V with the def2-TZVPD basis set, the Open Molecules 2025 dataset).

XYZ file:
```
19
Properties=species:S:1:pos:R:3:forces:R:3:nbo_charge:R:1
C -0.355 0.473 1.883 -0.01 0.04 -0.34 -0.426
N -0.208 -0.693 1.004 0.44 0.05 0.79 -0.432
C -0.207 -1.889 1.832 -0.57 -0.94 0.12 -0.418
C 1.066 -0.634 0.281 -0.57 -0.27 -1.24 -0.335
C 0.835 0.160 -1.005 0.55 0.44 0.92 0.804
O 0.759 1.485 -0.732 -0.74 0.05 -0.35 -0.719
O 0.704 -0.313 -2.097 -0.32 -0.05 -0.10 -0.584
H 0.550 0.686 2.461 0.26 -0.08 -0.02 0.171
H -1.132 0.283 2.615 -0.37 0.08 -0.12 0.201
H -0.569 1.343 1.268 -0.16 0.15 0.25 0.217
H -1.204 -2.087 2.257 0.22 0.26 -0.23 0.203
H 0.055 -2.769 1.236 -0.08 0.18 0.01 0.202
H 0.481 -1.868 2.686 0.24 0.28 -0.04 0.170
H 1.285 -1.630 -0.088 0.28 -0.17 0.26 0.219
H 1.873 -0.230 0.887 0.27 0.10 0.06 0.196
H 0.018 1.846 -1.274 0.54 -0.03 0.12 0.518
H -1.724 0.769 -2.199 -0.11 0.00 0.03 0.483
H -2.022 0.642 -0.710 0.02 0.11 -0.11 0.484
O -1.982 1.293 -1.428 0.12 -0.19 -0.01 -0.955
```
Positions in Å, forces in eV/Å.

Calculated values
lowest unoccupied orbital energy: 0.774 eV
energy: -439.47934 Eh
ΔE to the lowest compared entry with this formula, charge and spin: 1.2675 eV
gap between HOMO and LUMO: 10.19 eV

(5)
# C4H11NO3

A 2-piece molecular cluster, C4H11NO3 overall in a non-equilibrium geometry (ωB97M-V with the def2-TZVPD basis set, the Open Molecules 2025 dataset).

XYZ file:
```
19
Properties=species:S:1:pos:R:3:forces:R:3:nbo_charge:R:1
C -0.449 1.397 -0.483 0.08 -0.25 -0.18 0.520
N -0.579 0.665 -1.624 0.20 -1.12 0.31 -0.622
C 1.466 -0.725 -2.043 0.74 1.67 -0.80 -0.650
C -0.049 -0.698 -1.732 1.15 -1.22 1.50 -0.092
C -0.176 -1.610 -0.475 -0.60 -0.46 -0.92 -0.069
O -1.535 -1.890 -0.167 0.24 0.18 0.25 -0.724
O 0.177 1.019 0.487 -0.06 0.04 0.09 -0.621
H -1.010 2.331 -0.427 -0.07 0.34 -0.49 0.123
H -0.773 1.009 -2.546 -0.50 0.86 0.34 0.405
H 2.163 -1.075 -1.277 -0.63 -0.81 0.14 0.226
H 1.850 0.309 -2.087 -0.49 -0.03 -0.23 0.219
H 1.744 -1.126 -3.018 -0.17 -0.40 0.14 0.219
H -0.700 -1.234 -2.415 0.30 0.25 -0.72 0.214
H 0.199 -2.615 -0.720 0.32 0.51 -0.35 0.179
H 0.442 -1.213 0.312 -0.24 0.08 0.60 0.203
H -1.847 -1.239 0.454 -0.24 0.38 0.32 0.469
H -0.994 1.965 6.287 0.06 0.23 -0.65 0.477
H 0.141 2.538 5.312 -0.45 0.22 -0.94 0.478
O -0.069 2.192 6.163 0.40 -0.46 1.59 -0.955
```
Positions in Å, forces in eV/Å.

Calculated values
lowest unoccupied orbital energy: 0.707 eV
energy: -439.45825 Eh
ΔE to the lowest compared entry with this formula, charge and spin: 1.8415 eV
gap between HOMO and LUMO: 10.69 eV

(6)
# C4H11NO3

A 2-piece molecular cluster, C4H11NO3 overall in a non-equilibrium geometry (ωB97M-V with the def2-TZVPD basis set, the Open Molecules 2025 dataset).

XYZ file:
```
19
Properties=species:S:1:pos:R:3:forces:R:3:nbo_charge:R:1
C 0.500 0.698 1.577 1.44 -3.35 -1.28 -0.063
O 1.920 0.592 1.417 1.08 0.86 -0.09 -0.752
C -0.096 0.374 0.185 1.69 -1.92 0.60 -0.049
C -1.588 0.174 0.281 -1.64 -0.04 -0.08 -0.535
C -1.891 -1.252 -0.291 0.08 2.40 0.93 0.445
O -1.802 -2.106 0.540 -0.36 -1.63 -0.86 -0.518
N 0.425 1.499 -0.624 1.51 -3.09 -1.37 -0.850
H 0.199 -0.095 2.349 0.40 1.46 -0.92 0.192
H 0.245 1.690 1.771 -0.82 1.61 0.97 0.171
H 2.328 1.290 0.808 -1.62 -1.30 1.17 0.491
H 0.320 -0.748 -0.162 -0.56 3.36 0.91 0.167
H -1.939 0.210 1.401 0.44 -0.06 -2.30 0.237
H -2.069 0.938 -0.351 -0.23 -0.09 0.51 0.207
H -2.103 -1.330 -1.425 0.27 -0.42 1.39 0.131
H 0.591 1.171 -1.587 0.18 0.17 0.56 0.371
H -0.257 2.164 -0.742 -2.08 2.05 -0.01 0.353
H 1.566 -1.239 -1.151 -0.32 0.47 2.42 0.466
H 1.866 -2.511 -1.996 -0.17 1.67 0.24 0.478
O 1.785 -1.519 -1.999 0.73 -2.18 -2.79 -0.943
```
Positions in Å, forces in eV/Å.

Calculated values
lowest unoccupied orbital energy: 0.819 eV
energy: -439.40623 Eh
ΔE to the lowest compared entry with this formula, charge and spin: 3.2571 eV
gap between HOMO and LUMO: 10.49 eV

(7)
# C4H11NO3

A 3-piece molecular cluster, C4H11NO3 overall in a non-equilibrium geometry (ωB97M-V with the def2-TZVPD basis set, the Open Molecules 2025 dataset).

XYZ file:
```
19
Properties=species:S:1:pos:R:3:forces:R:3:nbo_charge:R:1
C -1.508 -0.764 0.624 -4.08 -0.18 0.41 0.038
O -1.869 -0.045 1.598 0.75 -0.83 -0.12 -0.465
C 0.090 -0.493 0.161 5.61 2.10 0.31 -0.072
C 0.722 -1.578 -0.674 -2.52 -0.72 -1.20 -0.213
C 1.792 -1.377 -1.422 0.21 0.64 0.37 -0.326
O 2.686 1.127 0.217 -1.38 -0.53 -0.91 -1.002
N 0.297 0.786 -0.217 -1.69 -0.65 -1.31 -0.485
H -1.545 -1.859 0.765 0.89 -0.02 0.29 0.192
H -2.016 -0.542 -0.337 0.42 0.25 -0.15 0.171
H -2.737 2.533 0.147 0.02 -0.19 0.32 0.456
H 0.674 -0.496 1.087 -0.90 -0.60 0.72 0.264
H 2.327 -0.451 -1.275 0.26 0.11 -0.36 0.244
H 0.134 -2.484 -0.755 0.15 -0.27 0.08 0.205
H 2.176 -2.122 -2.099 0.09 -0.24 0.17 0.217
H 0.141 1.048 -1.193 -0.13 -0.63 -0.14 0.368
H 2.956 1.678 0.951 -0.29 0.41 0.26 0.458
H 1.332 1.170 0.029 2.71 0.88 1.70 0.429
H -2.608 1.521 1.352 -0.19 0.64 -0.50 0.490
O -3.046 2.347 1.042 0.08 -0.16 0.06 -0.970
```
Positions in Å, forces in eV/Å.

Calculated values
lowest unoccupied orbital energy: -4.104 eV
energy: -439.22240 Eh
ΔE to the lowest compared entry with this formula, charge and spin: 8.2592 eV
gap between HOMO and LUMO: 5.75 eV

(8)
# C4H11NO3

A 2-piece molecular cluster, C4H11NO3 overall in a non-equilibrium geometry (ωB97M-V with the def2-TZVPD basis set, the Open Molecules 2025 dataset).

XYZ file:
```
19
Properties=species:S:1:pos:R:3:forces:R:3:lowdin_spin:R:1
C -0.315 1.865 2.281 -0.81 0.83 -1.22 -0.010
C 0.846 0.950 2.273 -0.95 -0.44 1.33 -0.005
N 1.169 0.172 1.163 -0.46 0.80 -0.41 0.481
C 0.716 0.400 -0.182 -0.22 0.41 -0.81 0.081
C 0.721 -0.909 -0.995 1.51 -0.29 0.11 0.035
O 2.080 -1.282 -1.297 -0.89 0.65 -0.33 0.006
O 1.556 0.788 3.252 0.54 -0.18 -0.39 0.361
H -1.119 1.639 1.575 0.41 -0.26 -0.15 0.001
H -0.843 2.030 3.209 0.61 -0.44 0.66 -0.002
H 0.072 2.841 1.991 0.03 0.27 -0.08 -0.006
H 1.947 -0.468 1.329 -0.03 0.00 0.07 0.005
H -0.225 0.959 -0.289 -0.04 -0.49 0.89 0.006
H 1.388 1.124 -0.687 0.41 -0.46 0.14 0.043
H 0.146 -0.730 -1.914 0.47 -0.19 0.20 0.004
H 0.317 -1.749 -0.440 -0.72 0.14 0.17 0.000
H 2.591 -1.298 -0.481 0.15 -0.34 -0.17 0.000
H -4.961 -2.165 -5.367 0.25 0.42 0.72 0.000
H -5.073 -1.097 -4.146 0.73 -0.32 0.21 0.000
O -5.469 -1.474 -4.922 -0.99 -0.10 -0.94 0.000
```
Positions in Å, forces in eV/Å.

Calculated values
lowest unoccupied orbital energy (alpha / beta): -4.017 / -9.311 eV
⟨S²⟩: 0.78
energy: -439.11770 Eh
spin multiplicity: 2
ΔE to the lowest compared entry with this formula, charge and spin: 2.0398 eV
gap between HOMO and LUMO (alpha / beta): 9.27 / 3.97 eV
total charge: +1

(9)
# C4H11NOS

One molecule with the formula C4H11NOS in a non-equilibrium geometry (ωB97M-V with the def2-TZVPD basis set, the Open Molecules 2025 dataset).

XYZ file:
```
18
Properties=species:S:1:pos:R:3:forces:R:3:nbo_charge:R:1
C 0.897 -0.091 -0.450 -2.80 -0.93 -0.50 -0.219
N -0.057 -1.140 0.120 1.46 0.77 -0.15 -0.724
C 0.505 -2.554 -0.115 0.94 0.26 0.82 0.112
O 0.316 -3.541 0.923 -1.55 -0.31 -2.67 -0.746
C -0.032 1.122 -0.632 -0.36 1.68 -0.92 -0.438
C -0.477 2.069 0.516 0.44 1.19 0.09 -0.475
S -1.505 3.469 -0.200 2.28 -0.03 -2.42 -0.084
H 1.702 0.159 0.228 0.52 -0.30 -0.09 0.198
H 1.188 -0.440 -1.501 0.20 0.73 1.51 0.189
H -0.997 -0.574 0.101 1.73 -3.49 -0.13 0.401
H 1.653 -2.445 -0.172 -1.75 0.62 -0.08 0.161
H 0.253 -3.123 -1.069 -0.41 1.00 1.19 0.174
H 0.583 -3.370 1.800 0.72 1.26 1.15 0.478
H -1.037 0.763 -1.010 1.27 0.41 -0.35 0.206
H 0.440 1.802 -1.377 -0.48 -0.51 0.08 0.219
H 0.311 2.550 1.170 -0.84 -0.97 -0.76 0.224
H -1.296 1.659 1.035 -0.20 -1.14 1.51 0.211
H -2.446 3.683 0.635 -1.19 -0.22 1.73 0.115
```
Positions in Å, forces in eV/Å.

Calculated values
lowest unoccupied orbital energy: 0.928 eV
energy: -687.08267 Eh
ΔE to the lowest compared entry with this formula, charge and spin: 3.4467 eV
gap between HOMO and LUMO: 9.84 eV

(10)
# C4H11NOS

A 2-piece molecular cluster, C4H11NOS overall in a non-equilibrium geometry (ωB97M-V with the def2-TZVPD basis set, the Open Molecules 2025 dataset).

XYZ file:
```
18
Properties=species:S:1:pos:R:3:forces:R:3:nbo_charge:R:1
C -1.273 -0.237 -1.058 -0.27 0.88 -1.02 -0.647
C 0.678 1.416 -1.036 -0.78 2.75 -0.09 -0.634
C 0.913 -1.013 -0.257 -3.31 0.23 0.33 -0.622
C -0.015 0.210 -0.318 0.45 -0.15 -2.04 -0.222
N 0.764 0.835 2.063 1.30 0.44 1.58 -0.978
O -1.449 -1.560 1.920 0.91 1.83 -0.66 -0.932
S -0.570 0.605 1.365 -0.85 -1.08 0.98 1.149
H -1.858 0.588 -1.507 0.47 -0.38 0.11 0.215
H -1.081 -1.022 -1.780 0.66 0.40 -0.79 0.230
H -1.930 -0.804 -0.483 -1.21 -0.58 1.84 0.251
H 1.773 1.309 -1.115 -0.56 -0.14 0.11 0.229
H 0.495 2.323 -0.383 0.54 -0.75 -0.53 0.218
H 0.287 1.884 -2.066 0.45 -1.96 2.02 0.234
H 1.022 -1.315 -1.279 0.27 -0.57 -0.42 0.214
H 1.814 -0.824 0.209 1.85 0.34 1.03 0.221
H 0.222 -1.645 0.340 1.15 -0.77 -0.55 0.244
H 0.841 1.165 3.075 -0.96 -0.57 -1.92 0.402
H -0.634 -1.915 2.309 -0.11 0.07 0.02 0.430
```
Positions in Å, forces in eV/Å.

Calculated values
lowest unoccupied orbital energy (alpha / beta): -0.841 / -0.701 eV
energy: -687.03827 Eh
ΔE to the lowest compared entry with this formula, charge and spin: 4.6549 eV
gap between HOMO and LUMO (alpha / beta): 7.88 / 8.86 eV